(1)
The following is a quantum chemistry calculation of C44H33ClN5O10RbS as an isolated structure in a non-equilibrium geometry, from OMol25.

The energy above the lowest of the compared OMol25 structures with the same formula, charge and spin is 70.9 kJ/mol. The HOMO energy comes out at -3.765 eV. For the total energy, the calculation gives -3605.11864 a.u. Its net charge is -2.

Each line ends with the Löwdin charge.
Element x y z (Å)
Rb: 0.11139 -0.98281 -1.19222  0.84
O: -4.34996 5.76728 -3.08607  0.08
N: -3.94987 5.87658 -1.96131  -0.35
O: -4.24335 6.80950 -1.25687  0.07
C: -3.05656 4.79654 -1.41251  -0.06
C: -2.98750 4.74417 -0.07684  0.05
C: -2.24758 3.72313 0.59318  -0.14
C: -2.20756 3.63466 1.99940  -0.02
C: -1.50910 2.61951 2.58409  -0.04
C: -0.82687 1.70469 1.75372  -0.10
N: -0.86506 1.76689 0.43591  0.14
C: -1.58157 2.75089 -0.14732  -0.15
C: -1.65491 2.80121 -1.60663  -0.15
N: -1.00933 1.82194 -2.26697  0.12
C: -1.00318 1.83431 -3.57897  -0.11
C: -1.60334 2.85806 -4.32540  -0.04
C: -2.27639 3.85146 -3.67419  -0.01
C: -2.35863 3.83256 -2.25837  -0.07
H: -3.52879 5.48051 0.50082  0.13
H: -2.73165 4.38020 2.59375  0.12
H: -1.46732 2.50475 3.66018  0.10
H: -0.22301 0.89469 2.17509  0.05
H: -0.47165 1.02054 -4.07182  0.13
H: -1.52703 2.85812 -5.40763  0.11
H: -2.73994 4.64007 -4.23332  0.10
O: -1.07346 -2.73443 1.48483  -0.12
C: -2.31577 -2.19841 1.90212  -0.27
C: -3.39735 -3.16768 1.43897  -0.16
C: -3.78518 -3.05144 -0.05849  -0.12
C: -4.82151 -1.97794 -0.29508  -0.26
C: -6.16579 -2.25623 -0.01001  -0.04
C: -7.13439 -1.28722 -0.19325  -0.09
C: -6.75356 -0.04031 -0.67011  -0.10
C: -5.41106 0.16226 -0.93048  -0.15
N: -4.45078 -0.76455 -0.75037  0.13
H: -0.37633 -2.11304 1.68714  -0.05
H: -2.50125 -1.19409 1.49124  0.11
H: -2.35776 -2.10997 2.99020  0.11
H: -4.29625 -3.05170 2.05745  0.10
H: -2.99683 -4.16814 1.62291  0.11
H: -4.21309 -3.99994 -0.39686  0.12
H: -2.90460 -2.86675 -0.67132  0.09
H: -6.43374 -3.24675 0.34837  0.11
H: -8.17847 -1.50183 0.02099  0.10
H: -7.47830 0.75415 -0.84200  0.09
H: -5.08332 1.11903 -1.32360  0.10
Cl: 3.32552 -7.43547 -0.40486  0.58
C: 1.99633 -6.46292 -1.03724  -0.66
C: 1.77835 -5.19346 -0.53140  -0.09
C: 0.72432 -4.43584 -1.04033  -0.02
C: -0.11039 -4.93915 -2.03701  -0.12
C: 0.13146 -6.22292 -2.51514  -0.03
C: 1.18565 -6.99081 -2.02915  -0.12
C: -1.28137 -4.12627 -2.60654  -0.65
O: -2.14377 -4.77232 -3.24706  -0.04
O: -1.24468 -2.87606 -2.34693  -0.26
H: 2.41758 -4.79819 0.24828  0.11
H: 0.54584 -3.45098 -0.63540  0.04
H: -0.53567 -6.60753 -3.27792  0.11
H: 1.37844 -7.98990 -2.40883  0.09
C: 7.83633 -2.22924 5.36959  -0.04
C: 8.26312 -0.93033 6.02627  -0.74
O: 9.31378 -0.83905 6.61650  -0.04
S: 7.21148 0.52863 6.03164  1.00
C: 5.78364 0.14579 5.07140  -0.60
C: 5.75475 0.44156 3.70815  -0.11
C: 4.61426 0.17280 2.95612  -0.03
C: 3.46340 -0.38431 3.54684  -0.27
C: 3.52100 -0.67482 4.91775  -0.04
C: 4.65620 -0.40518 5.67055  -0.12
C: 2.27348 -0.64225 2.77997  -0.21
C: 1.25558 -0.85055 2.10873  -0.04
H: 8.70862 -2.67064 4.88229  0.08
H: 7.02845 -2.11645 4.65749  0.06
H: 7.51394 -2.91089 6.16290  0.09
H: 6.63401 0.87001 3.23705  0.10
H: 4.59295 0.38120 1.89301  0.12
H: 2.65294 -1.12144 5.38437  0.11
H: 4.67616 -0.63475 6.73087  0.10
O: 3.97378 0.21768 -4.02641  -0.02
C: 3.00423 0.34723 -3.25154  -0.66
O: 2.38069 -0.47573 -2.51003  -0.20
C: 2.42018 1.75402 -3.14604  -0.12
C: 2.04224 2.25450 -1.90390  -0.01
C: 1.45626 3.50447 -1.78520  -0.01
C: 1.21513 4.23877 -2.93155  -0.16
C: 1.60081 3.77801 -4.18408  -0.02
C: 2.22210 2.54244 -4.27887  -0.01
N: 0.50132 5.54290 -2.81810  -0.34
O: 0.11870 5.90779 -1.71683  0.05
O: 0.30012 6.19543 -3.83124  0.05
H: 2.18130 1.63111 -1.02300  0.12
H: 1.14255 3.89381 -0.82509  0.12
H: 1.40735 4.38927 -5.05525  0.11
H: 2.54905 2.15556 -5.23712  0.12

(2)
The following is a quantum chemistry calculation of C44H33INO8P2SY as an isolated structure, from OMol25.

The energy above the lowest of the compared OMol25 structures with the same formula, charge and spin is 376.1 kJ/mol. The HOMO energy comes out at -7.673 eV. For the total energy, the calculation gives -3770.11666 a.u.

Each line ends with the Löwdin charge.
Element x y z (Å)
Y: -0.86015 -0.09294 0.14115  1.50
O: 2.23393 -2.56195 2.79437  -0.49
S: 1.57398 -2.16412 1.52403  0.91
C: 1.87320 -0.37572 1.35800  -0.42
C: 2.89631 0.16461 0.57571  -0.07
C: 3.17804 1.51568 0.65077  -0.05
C: 2.47001 2.33073 1.52669  -0.05
C: 1.46967 1.79436 2.31537  -0.06
C: 1.13416 0.43974 2.23761  -0.40
P: -0.21874 -0.29951 3.27238  1.07
C: -1.67991 0.40673 2.48146  -0.49
C: -1.98481 1.82874 2.14513  -0.32
C: -2.86991 1.86706 0.94021  -0.09
C: -3.82699 0.91396 0.78159  -0.09
C: -3.86688 -0.25585 1.59948  -0.11
C: -2.77961 -0.50904 2.38676  -0.17
C: 0.17811 0.48139 4.87450  -0.36
C: -0.52029 1.52725 5.46501  -0.08
C: -0.11096 2.03013 6.69414  -0.08
C: 0.99617 1.49611 7.33504  -0.09
C: 1.69151 0.44322 6.75353  -0.08
C: 1.27932 -0.06926 5.53423  -0.10
C: 2.66804 -2.75073 0.21254  -0.40
C: 3.83693 -3.36690 0.63032  -0.06
C: 4.70753 -3.89248 -0.31266  -0.05
C: 4.40359 -3.80002 -1.66399  -0.06
C: 3.22834 -3.18846 -2.07156  -0.06
C: 2.33850 -2.66099 -1.13947  -0.37
P: 0.77966 -1.87294 -1.69109  1.09
C: 1.30110 -0.97114 -3.19046  -0.35
C: 1.39223 -1.53987 -4.46065  -0.10
C: 1.82681 -0.77839 -5.53495  -0.07
C: 2.17648 0.55248 -5.35317  -0.07
C: 2.09698 1.12348 -4.09191  -0.06
C: 1.65941 0.36621 -3.01535  -0.09
C: -0.20680 -3.29261 -2.26416  -0.37
C: -1.26263 -3.10276 -3.15597  -0.12
C: -2.07877 -4.16626 -3.50764  -0.07
C: -1.86051 -5.42231 -2.96181  -0.07
C: -0.82625 -5.61247 -2.05780  -0.07
C: -0.00393 -4.55294 -1.70724  -0.07
H: 3.47753 -0.46769 -0.08236  0.11
H: 3.95714 1.93544 0.02905  0.12
H: 2.68886 3.38712 1.58017  0.12
H: 0.94198 2.42966 3.01596  0.12
H: -1.08799 2.43123 1.99367  0.12
H: -2.86068 2.75371 0.31999  0.11
H: -4.54805 1.01727 -0.02171  0.12
H: -4.66508 -0.97636 1.49449  0.11
H: -2.68143 -1.47756 2.86556  0.11
H: -1.39434 1.93361 4.97800  0.09
H: -0.66085 2.84316 7.15049  0.10
H: 1.31254 1.89280 8.29080  0.10
H: 2.54878 0.01502 7.25582  0.10
H: 1.81079 -0.89971 5.08154  0.10
H: 4.04024 -3.42356 1.69054  0.11
H: 5.62169 -4.37231 0.00947  0.11
H: 5.07974 -4.20618 -2.40367  0.11
H: 3.00171 -3.11636 -3.12805  0.10
H: 1.12506 -2.57645 -4.61338  0.11
H: 1.89248 -1.22606 -6.51763  0.11
H: 2.50803 1.14417 -6.19623  0.11
H: 2.36145 2.16180 -3.94330  0.11
H: 1.58098 0.82530 -2.03583  0.07
H: -1.46084 -2.12030 -3.56390  0.11
H: -2.89653 -4.00749 -4.19705  0.11
H: -2.50477 -6.24876 -3.22940  0.11
H: -0.66075 -6.58592 -1.61676  0.11
H: 0.79897 -4.71237 -0.99681  0.11
I: -5.04077 5.17630 -4.08974  0.86
C: -3.37195 4.43768 -3.07057  -0.73
C: -2.62769 5.29004 -2.26769  -0.14
C: -1.52084 4.79422 -1.59623  -0.01
C: -1.17489 3.45413 -1.70660  -0.15
C: -1.93167 2.61191 -2.51336  -0.03
C: -3.02774 3.10034 -3.20744  -0.14
C: 0.00023 2.94449 -0.92101  -0.54
O: 0.90027 3.68144 -0.58495  0.09
O: -0.04656 1.65990 -0.64016  -0.23
H: -2.90988 6.32800 -2.16250  0.09
H: -0.92533 5.43655 -0.96230  0.13
H: -1.66062 1.56737 -2.61487  0.11
H: -3.60924 2.44577 -3.84113  0.09
O: -3.36264 -2.92701 -0.74155  0.14
N: -2.50314 -2.12929 -0.53728  -0.52
O: -1.62662 -2.25882 0.38072  -0.15
O: -2.38806 -1.03667 -1.23230  -0.16
O: -2.22174 4.51983 2.39816  0.07
C: -2.72950 3.83088 3.24461  -0.36
O: -2.69617 2.50281 3.30251  -0.02
H: -3.28495 4.23467 4.10404  0.14